1.
Molecular formula: C2H4F4P2
Method: DFT, ωB97M-V/def2-TZVPD

For the frontier orbital gap, the calculation gives 8.55 eV. The value obtained for the total energy is -31587.4767 eV. Its energy above the lowest of the compared OMol25 structures with the same formula, charge and spin is 0.668 eV.

Geometry as ORCA input:
```
! wB97M-V def2-TZVPD RIJCOSX def2/J DEFGRID3
* xyz 0 1
C -1.30 -0.34 0.64
C -0.17 0.45 0.06
F 0.93 -2.61 -0.64
F 0.73 -1.36 -2.58
F 1.97 1.59 -0.21
F 0.47 2.62 1.30
P 1.48 -1.15 -1.20
P 1.17 1.16 1.12
H -2.32 0.20 0.67
H -1.19 -0.81 1.55
H -1.49 -1.05 -0.11
H -0.29 1.30 -0.61
*
```

=====

2.
Molecular formula: C6H14O
Method: DFT, ωB97M-V/def2-TZVPD

For the frontier orbital gap, the calculation gives 10.74 eV. The value obtained for the total energy is -8494.8538 eV. Its energy above the lowest of the compared OMol25 structures with the same formula, charge and spin is 2.039 eV. As for the SMILES: CC[C@@H](C)CCO.

Geometry as ORCA input:
```
! wB97M-V def2-TZVPD RIJCOSX def2/J DEFGRID3
* xyz 0 1
C 0.36 1.86 1.68
C -0.44 1.35 0.43
C -0.05 -0.21 0.21
C 0.09 -1.19 1.50
C -0.81 -0.94 -0.94
C 0.01 -1.17 -2.22
O 0.31 0.10 -2.68
H 0.29 2.93 1.91
H 1.37 1.89 1.46
H 0.15 1.33 2.54
H -1.44 1.69 0.56
H 0.00 1.81 -0.46
H 1.00 -0.32 -0.02
H -0.84 -1.08 2.09
H 0.90 -0.82 2.11
H 0.18 -2.19 1.10
H -1.73 -0.36 -1.16
H -1.11 -1.94 -0.67
H 1.02 -1.50 -1.86
H -0.49 -1.70 -2.99
H 1.23 0.43 -2.58
*
```

=====

3.
Molecular formula: C48H44N5O2PdS3Se
Method: DFT, ωB97M-V/def2-TZVPD

For the frontier orbital gap, the calculation gives 6.27 eV. The value obtained for the total energy is -163371.8860 eV. Its energy above the lowest of the compared OMol25 structures with the same formula, charge and spin is 0.000 eV.

Geometry as ORCA input:
```
! wB97M-V def2-TZVPD RIJCOSX def2/J DEFGRID3
* xyz -1 1
Pd -0.34 0.04 0.39
C -0.16 -7.45 4.17
C -0.50 -6.45 3.09
C -1.61 -6.62 2.28
C -1.91 -5.69 1.29
C -1.10 -4.59 1.11
C 0.02 -4.40 1.92
C 0.31 -5.33 2.90
S -1.45 -3.38 -0.14
O -0.23 -3.26 -0.90
O -2.62 -3.86 -0.85
N -1.69 -2.01 0.63
C -2.91 -1.69 1.16
C -3.94 -2.57 1.48
C -5.14 -2.15 2.07
C -5.36 -0.83 2.36
C -4.36 0.11 2.06
C -4.52 1.48 2.35
C -3.53 2.37 2.05
C -2.35 1.88 1.46
N -2.18 0.62 1.18
C -3.14 -0.31 1.46
H -0.91 -8.24 4.21
H -0.12 -6.97 5.15
H 0.81 -7.91 3.99
H -2.24 -7.48 2.41
H -2.77 -5.82 0.64
H 0.65 -3.53 1.76
H 1.18 -5.19 3.53
H -3.82 -3.62 1.25
H -5.90 -2.89 2.29
H -6.29 -0.50 2.82
H -5.44 1.81 2.81
H -3.62 3.43 2.27
H -1.51 2.54 1.25
S -0.75 1.08 -2.02
C 0.76 0.48 -2.71
C 0.94 0.77 -4.07
C 2.05 0.32 -4.76
C 2.17 0.59 -6.17
N 2.27 0.80 -7.29
C 3.01 -0.43 -4.07
C 2.86 -0.69 -2.72
C 1.73 -0.25 -1.99
S 1.69 -0.62 -0.32
C 4.18 -0.93 -4.75
N 5.12 -1.33 -5.28
H 0.18 1.33 -4.59
H 3.62 -1.25 -2.20
Se -2.15 -0.65 -2.31
C -1.60 -1.13 -4.07
C -2.02 -0.42 -5.19
C -1.48 -0.72 -6.44
C -0.52 -1.72 -6.56
C -0.12 -2.44 -5.44
C -0.65 -2.15 -4.19
H -2.75 0.36 -5.08
H -1.79 -0.15 -7.31
H -0.08 -1.92 -7.52
H 0.63 -3.21 -5.53
H -0.34 -2.68 -3.30
C 1.67 4.53 -1.30
C 2.10 3.75 -0.08
C 3.35 3.98 0.51
C 3.73 3.21 1.60
C 5.07 3.43 2.25
C 2.89 2.22 2.10
C 1.63 1.96 1.54
C 1.27 2.78 0.45
N 0.73 0.99 1.94
C 0.86 0.29 3.21
C 0.98 1.27 4.39
C 1.08 0.50 5.71
C -0.20 -0.30 5.94
C -0.38 -1.29 4.78
C 0.80 -2.26 4.78
C 2.09 -1.48 4.55
C 2.28 -0.45 5.67
C 2.01 -0.75 3.21
C -0.43 -0.51 3.46
H 2.22 5.46 -1.39
H 0.60 4.76 -1.26
H 1.84 3.94 -2.20
H 4.01 4.73 0.11
H 5.64 4.21 1.74
H 5.67 2.52 2.23
H 4.96 3.72 3.30
H 3.26 1.65 2.94
H 0.30 2.62 -0.01
H 0.09 1.90 4.38
H 1.84 1.93 4.29
H 1.22 1.22 6.53
H -1.06 0.38 5.99
H -0.15 -0.84 6.89
H -1.31 -1.84 4.90
H 0.67 -3.01 3.99
H 0.84 -2.80 5.74
H 2.95 -2.17 4.54
H 3.20 0.12 5.51
H 2.38 -0.96 6.64
H 1.79 -1.47 2.40
H 2.97 -0.30 2.97
H -1.28 0.19 3.49
H -0.60 -1.20 2.62
*
```

=====

4.
Molecular formula: C5H5NO
Method: DFT, ωB97M-V/def2-TZVPD

For the frontier orbital gap, the calculation gives 9.67 eV. The value obtained for the total energy is -8798.9062 eV. Its energy above the lowest of the compared OMol25 structures with the same formula, charge and spin is 4.513 eV.

Geometry as ORCA input:
```
! wB97M-V def2-TZVPD RIJCOSX def2/J DEFGRID3
* xyz 0 1
O -0.68 0.19 -1.94
C -0.34 -0.59 -0.87
C 1.42 0.27 -0.19
C 1.02 0.65 1.07
N 0.22 0.68 1.95
C -1.17 -0.65 0.25
C -1.19 -0.22 1.44
H -1.29 0.87 -1.64
H 0.13 -1.50 -1.22
H 2.18 -0.50 -0.24
H 1.53 1.05 -0.94
H -1.81 -0.25 2.32
*
```

=====

5.
Molecular formula: C3H5FO
Method: DFT, ωB97M-V/def2-TZVPD

For the frontier orbital gap, the calculation gives 11.50 eV. The value obtained for the total energy is -7955.3870 eV. Its energy above the lowest of the compared OMol25 structures with the same formula, charge and spin is 1.122 eV. As for the SMILES: C=C[C@H](O)F.

Geometry as ORCA input:
```
! wB97M-V def2-TZVPD RIJCOSX def2/J DEFGRID3
* xyz 0 1
C 1.54 0.18 0.05
C 0.33 0.61 -0.27
C -0.96 -0.03 0.44
O -1.11 -1.30 -0.09
F -2.08 0.75 0.15
H 2.21 0.42 -0.72
H 1.78 -0.59 0.69
H 0.01 1.34 -0.88
H -0.95 -0.17 1.60
H -0.77 -1.21 -0.97
*
```

=====

6.
Molecular formula: C36H26F3MnN7O2Sb
Method: DFT, ωB97M-V/def2-TZVPD

For the frontier orbital gap (spin up / spin down), the calculation gives 6.09 / 6.60 eV. The value obtained for the total energy is -98278.6215 eV. Its energy above the lowest of the compared OMol25 structures with the same formula, charge and spin is 0.108 eV.

Geometry as ORCA input:
```
! wB97M-V def2-TZVPD RIJCOSX def2/J DEFGRID3
* xyz 2 5
Mn -1.01 -1.50 -0.75
O -2.74 -3.97 1.79
C -2.41 -3.01 1.17
N -1.12 -2.73 0.66
C 0.04 -3.40 1.11
O 0.13 -4.07 2.09
C 1.19 -3.12 0.18
C 2.42 -3.71 0.34
C 3.41 -3.40 -0.58
C 3.14 -2.51 -1.61
C 1.88 -1.95 -1.69
N 0.92 -2.25 -0.80
C -3.36 -1.91 0.78
C -4.65 -1.85 1.26
C -5.43 -0.76 0.91
C -4.89 0.23 0.10
C -3.60 0.09 -0.36
N -2.84 -0.96 -0.02
H 2.57 -4.39 1.17
H 4.39 -3.85 -0.49
H 3.88 -2.26 -2.34
H 1.63 -1.23 -2.46
H -5.00 -2.65 1.89
H -6.45 -0.68 1.27
H -5.46 1.10 -0.18
H -3.14 0.84 -0.99
N -1.52 0.32 -4.41
C -1.11 1.50 -3.82
C -0.81 1.19 -2.54
N -1.02 -0.16 -2.34
C -1.46 -0.65 -3.49
C -1.80 -2.06 -3.57
N -1.68 -2.78 -2.47
C -2.04 -4.06 -2.79
C -2.37 -4.11 -4.11
N -2.22 -2.83 -4.59
H -1.82 0.22 -5.37
H -1.06 2.43 -4.36
H -0.43 1.84 -1.76
H -2.03 -4.86 -2.07
H -2.70 -4.92 -4.74
H -2.39 -2.54 -5.54
F 3.08 5.04 -3.07
C 2.61 4.13 -2.21
C 3.20 2.88 -2.19
C 2.70 1.93 -1.29
C 1.66 2.24 -0.42
C 1.09 3.52 -0.48
C 1.57 4.47 -1.38
Sb 0.92 0.74 0.92
C -0.32 1.96 2.13
C -1.67 1.64 2.31
C -2.49 2.42 3.12
C -1.94 3.52 3.75
F -2.72 4.27 4.52
C -0.61 3.86 3.60
C 0.20 3.08 2.80
C 2.56 0.63 2.27
C 3.88 0.68 1.83
C 4.92 0.61 2.74
C 4.62 0.47 4.08
F 5.62 0.40 4.96
C 3.32 0.40 4.54
C 2.29 0.48 3.62
H 4.02 2.66 -2.86
H 3.15 0.94 -1.29
H 0.28 3.79 0.18
H 1.14 5.46 -1.42
H -2.08 0.76 1.84
H -3.53 2.18 3.28
H -0.22 4.73 4.13
H 1.25 3.34 2.69
H 4.12 0.81 0.78
H 5.96 0.67 2.43
H 3.14 0.29 5.60
H 1.26 0.43 3.98
*
```

=====

Question: Among the records above, which one has the highest energy above the lowest of the compared OMol25 structures with the same formula, charge and spin?
Answer: C5H5NO